Formula: C11H19Cl3OPb
Source: the OMol25 dataset
Level of theory: the ωB97M-V functional and the def2-TZVPD basis

Cartesian coordinates (Å):
C -0.662 0.982 -2.442
C -0.862 -0.374 -2.671
C 0.418 -1.037 -2.623
C -2.159 -1.055 -2.905
C 1.387 -0.065 -2.378
C 0.751 1.221 -2.312
C 1.369 2.503 -2.053
C -1.719 2.011 -2.317
C 0.627 -2.496 -2.789
C 2.831 -0.329 -2.143
Pb -0.737 -1.614 1.882
Cl -1.517 -3.135 0.190
Cl -1.980 0.360 1.468
Cl 1.688 -1.303 1.159
H -2.949 -0.299 -2.971
H -2.383 -1.750 -2.092
H -2.130 -1.622 -3.855
H 0.080 -3.049 -2.025
H 1.695 -2.717 -2.696
H 0.287 -2.821 -3.779
H 2.975 -0.856 -1.200
H 3.403 0.621 -2.106
H 3.239 -0.951 -2.964
H 2.462 2.442 -2.126
H 0.873 2.812 -0.819
H 1.004 3.261 -2.765
H -2.554 1.605 -1.729
H -2.104 2.314 -3.305
H -1.337 2.894 -1.780
O 0.220 2.950 0.069
H -0.314 2.178 0.447
C -0.604 -1.089 4.112
H 0.411 -1.086 4.387
H -1.175 -1.791 4.644
H -1.034 -0.124 4.160

For the electronic energy, the calculation gives -2079.1760 a.u. Its HOMO energy (alpha / beta) is 0.0192 / -0.0081 hartree. The net charge is -2. For the gap between HOMO and LUMO (alpha / beta), the calculation gives 4.3 / 5.6 eV.

---

Formula: C11H19ClINOPTb
Source: the OMol25 dataset
Level of theory: the ωB97M-V functional and the def2-TZVPD basis

Cartesian coordinates (Å):
C 3.506 0.436 3.227
I 2.563 1.931 1.797
H 2.890 -0.471 2.986
H 3.328 0.895 4.212
H 4.572 0.405 2.948
Tb 0.635 -0.133 0.964
P 1.795 -0.283 -1.504
C 2.587 1.031 -2.489
C 3.230 -1.352 -1.105
H 0.367 -2.044 -2.380
H 1.648 -1.624 -3.557
H 0.236 -0.542 -3.352
C 0.933 -1.212 -2.826
H 2.878 -2.240 -0.559
H 3.725 -1.656 -2.040
H 3.240 0.603 -3.272
H 3.188 1.671 -1.825
H 3.943 -0.798 -0.475
H 1.809 1.651 -2.965
C 0.694 1.992 -0.390
O 0.603 2.939 -1.058
Cl 0.456 -2.549 1.381
N -1.475 -0.041 -0.342
C -2.722 0.041 0.417
C -3.265 1.291 0.716
C -4.407 1.356 1.525
C -4.999 0.196 2.030
C -4.463 -1.046 1.680
C -3.303 -1.134 0.892
H -1.309 0.780 -0.934
H -1.457 -0.812 -1.019
H -2.823 2.204 0.308
H -4.874 2.315 1.733
H -5.888 0.252 2.655
H -4.975 -1.948 1.995
H -2.867 -2.103 0.628

For the electronic energy, the calculation gives -2483.7319 a.u. As for the expectation value of S²: 12.709. Its HOMO energy (alpha / beta) is -0.5488 / -0.5488 hartree. The net charge is +2. As for the spin multiplicity: 7. For the gap between HOMO and LUMO (alpha / beta), the calculation gives 6.9 / 7.0 eV.

---

Formula: C11H19N3O4
Source: the OMol25 dataset
Level of theory: the ωB97M-V functional and the def2-TZVPD basis

Cartesian coordinates (Å):
O 2.210 0.926 -2.128
O -0.438 1.457 1.435
O -2.362 -1.663 3.213
O -1.407 3.667 -0.022
C 2.028 2.196 -1.766
C -0.503 0.888 0.297
C -2.122 -0.984 2.243
N -3.017 -0.094 1.817
N 0.905 2.591 -1.094
N -0.870 -0.419 0.113
C 3.019 3.193 -2.140
C -4.134 0.339 2.569
C -0.924 -1.251 -0.999
C -1.492 -2.529 -0.520
C -1.443 2.767 -1.180
C -0.830 -2.719 0.832
C -0.378 1.795 -1.019
C -0.853 -1.256 1.355
H -1.192 3.001 0.719
H -2.644 0.638 1.158
H 0.714 3.457 -0.595
H 2.739 3.982 -2.826
H 3.622 3.597 -1.285
H 3.889 2.644 -2.522
H -4.964 0.045 1.868
H -4.343 -0.264 3.459
H -3.984 1.421 2.841
H 0.046 -1.505 -1.215
H -1.500 -0.885 -1.806
H -1.360 -3.318 -1.199
H -2.589 -2.388 -0.357
H -2.473 2.251 -1.287
H -1.306 3.360 -2.075
H 0.118 -3.168 0.709
H -1.473 -3.382 1.371
H -0.297 1.085 -1.916
H -0.017 -1.061 2.046

For the electronic energy, the calculation gives -895.7505 a.u. Its HOMO energy is -0.3440 hartree. For the gap between HOMO and LUMO, the calculation gives 9.9 eV. For the relative energy (zero: lowest compared OMol25 entry of this formula, charge and spin), the calculation gives 4.6 kcal per mole. The SMILES is CNC(=O)[C@H]1CCCN1C(=O)[C@@H](CO)NC(C)=O.

---

Formula: C11H19N5O5Sc
Source: the OMol25 dataset
Level of theory: the ωB97M-V functional and the def2-TZVPD basis

Cartesian coordinates (Å):
Sc 0.987 0.205 0.857
O 2.989 0.750 0.185
C 4.046 0.477 1.135
C 3.443 0.500 2.541
N 2.245 -0.353 2.613
C 1.432 0.036 3.777
C 0.559 1.280 3.387
O 0.304 2.148 4.170
O 0.176 1.212 2.147
C 2.520 -1.799 2.565
C 1.639 -2.482 1.453
O 1.668 -3.670 1.298
O 0.944 -1.636 0.758
H 3.429 0.939 -0.659
H 4.815 1.254 1.068
H 4.497 -0.497 0.897
H 3.128 1.533 2.756
H 4.202 0.202 3.283
H 2.059 0.260 4.650
H 0.727 -0.764 4.029
H 2.298 -2.290 3.518
H 3.567 -2.001 2.321
C -3.803 -1.028 -2.113
C -3.722 0.038 -3.203
C -4.260 1.377 -2.708
C -2.281 0.193 -3.739
N -1.378 0.535 -2.681
C -0.736 -0.284 -1.840
N -0.071 0.477 -0.976
N -0.342 1.749 -1.316
N -1.108 1.781 -2.315
H -4.844 -1.216 -1.872
H -3.309 -0.704 -1.197
H -3.360 -1.966 -2.443
H -4.317 -0.290 -4.058
H -3.758 1.697 -1.798
H -5.320 1.288 -2.493
H -4.133 2.150 -3.463
H -2.249 0.999 -4.472
H -1.945 -0.741 -4.200
H -0.739 -1.360 -1.862

For the electronic energy, the calculation gives -1841.1870 a.u. Its HOMO energy is -0.4811 hartree. The net charge is +1. For the gap between HOMO and LUMO, the calculation gives 10.1 eV.

---

Formula: C11H19NS
Source: the OMol25 dataset
Level of theory: the ωB97M-V functional and the def2-TZVPD basis

Cartesian coordinates (Å):
S 0.299 2.655 -0.628
C 1.746 -5.029 -1.373
C 0.865 -4.076 -0.899
C -0.453 -2.074 -1.527
C -1.339 -1.527 -0.631
N 0.528 2.183 1.908
C -0.345 -3.579 -1.685
C -1.785 2.574 1.100
C 1.792 3.259 0.162
C -1.412 -0.026 -0.526
C 1.410 3.368 1.633
C -0.499 0.431 0.615
C -0.409 1.915 0.844
H 2.585 -5.310 -0.740
H 1.659 -5.445 -2.408
H 1.130 -3.644 0.076
H 0.164 -1.374 -2.087
H -2.006 -2.156 -0.073
H 0.043 2.279 2.787
H -0.319 -3.805 -2.763
H -1.249 -4.056 -1.263
H -1.656 3.601 1.502
H -2.361 2.649 0.184
H -2.340 2.009 1.864
H 2.614 2.540 -0.005
H 2.145 4.242 -0.254
H -2.460 0.215 -0.295
H -1.178 0.467 -1.483
H 2.290 3.438 2.254
H 0.847 4.293 1.786
H -0.824 -0.125 1.494
H 0.514 0.108 0.432

For the electronic energy, the calculation gives -883.4139 a.u. Its HOMO energy is -0.3097 hartree. For the gap between HOMO and LUMO, the calculation gives 9.3 eV. For the relative energy (zero: lowest compared OMol25 entry of this formula, charge and spin), the calculation gives 0.0 kcal per mole. The SMILES is C=CC/C=C/CC[C@@]1(C)NCCS1.

---

Formula: C11H20B2F8NO7P2
Source: the OMol25 dataset
Level of theory: the ωB97M-V functional and the def2-TZVPD basis

Cartesian coordinates (Å):
C 4.736 1.262 -2.265
P 3.931 0.853 -0.538
C 4.967 1.968 0.679
C 2.182 1.656 -0.671
N 1.714 2.532 0.487
C 0.359 2.710 0.314
C -0.254 1.910 -0.977
O -0.078 2.431 -2.339
B -0.369 3.869 -2.447
O 0.332 4.605 -3.558
O -1.307 4.657 -1.628
B -1.826 1.364 -0.795
O -2.893 2.227 -0.249
O -2.160 -0.024 -1.177
C 0.882 0.681 -0.962
P 0.913 -0.493 -2.474
O 0.536 -1.947 -1.915
H 5.681 0.612 -2.487
H 3.932 1.183 -3.141
H 5.100 2.399 -2.282
H 5.917 1.382 1.053
H 4.336 2.357 1.585
H 5.364 2.930 0.095
H 2.391 2.488 -1.500
H 2.236 2.957 1.285
H -0.191 3.388 1.130
H 0.416 3.906 -4.293
H -0.723 5.392 -1.222
H -3.143 2.946 -0.908
H -1.994 -0.174 -2.161
H 0.770 0.001 -0.017
H 2.252 -0.538 -3.019
H -0.027 -0.039 -3.479
C -2.299 -2.085 1.568
C -0.969 -2.709 2.019
C -0.676 -4.084 1.431
F -1.600 -5.005 1.790
F 0.520 -4.551 1.881
F -0.923 -2.731 3.378
F 0.030 -1.855 1.628
O -3.395 -2.226 2.475
C -4.128 -3.445 2.364
C -4.063 -4.295 3.638
F -2.784 -4.640 3.941
F -4.752 -5.458 3.489
F -3.719 -4.115 1.261
F -5.416 -3.079 2.122
H -2.132 -1.002 1.514
H -2.572 -2.369 0.545
H -0.625 -4.048 0.340
H -4.477 -3.756 4.493

For the electronic energy, the calculation gives -2543.6872 a.u. Its HOMO energy is -0.4509 hartree. The net charge is +1. For the gap between HOMO and LUMO, the calculation gives 6.5 eV.

---

Formula: C11H20BF2N4OPRhS2
Source: the OMol25 dataset
Level of theory: the ωB97M-V functional and the def2-TZVPD basis

Cartesian coordinates (Å):
Rh -0.959 0.825 0.066
S -3.029 1.605 -1.002
C -2.763 1.796 0.695
S -1.486 2.892 1.129
C -3.492 1.003 1.638
C -2.855 0.658 2.822
N -2.216 0.360 3.738
C -4.737 0.462 1.325
N -5.766 0.023 1.053
F 0.059 -1.459 -0.830
B 0.633 -0.168 -0.918
F 1.975 -0.299 -0.556
N 2.917 -0.532 3.053
C 1.776 -1.469 3.251
C 0.727 -1.164 2.179
N 0.294 0.222 2.199
C 1.405 1.162 2.172
C 2.463 0.871 3.238
H 3.252 -0.632 2.083
H 3.690 -0.753 3.688
H 1.370 -1.328 4.254
H 2.118 -2.500 3.152
H -0.149 -1.798 2.317
H 1.154 -1.389 1.203
H -0.307 0.388 3.012
H 1.022 2.174 2.310
H 1.868 1.115 1.184
H 2.055 0.977 4.245
H 3.310 1.547 3.115
C -1.350 -1.509 -3.261
P -0.119 -0.220 -3.599
C 1.199 -0.833 -4.694
C -0.936 1.219 -4.322
O 0.551 0.327 -2.319
H -1.919 -1.727 -4.159
H -2.018 -1.145 -2.479
H -0.855 -2.412 -2.908
H 0.787 -1.187 -5.634
H 1.733 -1.638 -4.192
H 1.900 -0.020 -4.882
H -1.436 0.967 -5.251
H -0.199 1.996 -4.508
H -1.667 1.596 -3.608

For the electronic energy, the calculation gives -2198.1395 a.u. Its HOMO energy (alpha / beta) is -0.3719 / -0.3721 hartree. The net charge is +1. For the gap between HOMO and LUMO (alpha / beta), the calculation gives 6.0 / 6.0 eV. For the relative energy (zero: lowest compared OMol25 entry of this formula, charge and spin), the calculation gives 65.3 kcal per mole.

---

Formula: C11H20BFN3OS
Source: the OMol25 dataset
Level of theory: the ωB97M-V functional and the def2-TZVPD basis

Cartesian coordinates (Å):
C -2.934 -3.787 -0.759
C -2.046 -2.404 -0.785
N -0.553 -2.614 -0.933
C 0.029 -1.189 -1.077
N 0.030 -0.694 -2.451
N 0.550 0.544 -2.474
C 0.637 1.124 -3.906
C 1.033 1.413 -1.412
S 1.653 3.151 -1.849
C 1.081 0.994 0.138
C 1.597 1.903 1.394
C 0.778 3.353 1.534
C -0.064 3.494 2.933
F 0.258 4.828 3.539
C 0.521 -0.525 0.287
B 0.442 -1.353 1.711
C 1.342 -2.765 1.796
O -0.414 -0.898 2.858
H -3.591 -3.765 0.235
H -3.714 -3.854 -1.654
H -2.305 -4.775 -0.753
H -2.410 -1.788 -1.740
H -2.208 -1.727 0.169
H -0.309 -3.122 -1.820
H 0.281 0.340 -4.720
H 0.035 2.127 -4.014
H 1.807 1.257 -4.093
H 0.475 3.898 -2.115
H 2.738 2.198 1.220
H 1.498 1.380 2.456
H 1.553 4.216 1.351
H 0.019 3.403 0.614
H -1.232 3.502 2.691
H 0.114 2.623 3.702
H 2.384 -2.534 1.269
H 1.453 -3.166 2.892
H 0.847 -3.617 1.124
H -1.374 -1.169 2.640

For the electronic energy, the calculation gives -1193.0307 a.u. Its HOMO energy is -0.4825 hartree. The net charge is +1. For the gap between HOMO and LUMO, the calculation gives 8.1 eV. For the relative energy (zero: lowest compared OMol25 entry of this formula, charge and spin), the calculation gives 118.0 kcal per mole.

---

- Among the records above, which one has the lowest electronic energy?
  C11H20B2F8NO7P2

---

- Number 3 is which compound?
  C11H19N3O4

---

- Which formula does entry 6 have?
  C11H20B2F8NO7P2